A structure of composition C56H70N9O4P3SiW at a distorted geometry, computed with ωB97M-V/def2-TZVPD.

```
! wB97M-V def2-TZVPD RIJCOSX def2/J DEFGRID3
* xyz 2 3
W -1.361 -0.202 -0.174
C 1.926 -0.171 3.701
C 0.878 -0.958 2.911
C 0.510 -2.229 3.684
P -0.624 0.107 2.379
C -1.889 -0.345 3.674
C -3.239 0.287 3.340
C -1.536 -0.118 5.152
C -0.047 1.799 2.624
C -0.113 2.524 3.782
C 0.437 3.806 3.893
C 1.098 4.394 2.790
C 1.178 3.754 1.604
C 0.564 2.407 1.377
Si -0.458 1.453 -1.838
C -1.433 3.051 -2.037
C -0.863 4.213 -2.556
C -1.627 5.350 -2.757
C -2.978 5.329 -2.441
C -3.550 4.189 -1.897
C -2.783 3.045 -1.677
P -3.423 1.543 -0.851
C -4.305 2.217 0.641
C -5.570 3.066 0.466
C -3.271 2.993 1.464
C -4.733 0.833 -2.002
C -5.843 0.090 -1.247
C -5.332 1.847 -2.977
C 1.237 1.812 -2.642
C 2.366 2.520 -2.243
C 3.492 2.525 -3.057
C 3.501 1.829 -4.261
C 2.367 1.153 -4.692
C 1.237 1.162 -3.884
P -0.416 0.435 -4.083
C -1.181 1.113 -5.633
C -1.482 2.601 -5.441
C -0.324 0.886 -6.876
C -0.092 -1.356 -4.437
C -1.364 -2.148 -4.737
C 0.676 -1.964 -3.263
H 2.735 -0.849 3.981
H 1.516 0.249 4.619
H 2.366 0.645 3.131
H 1.325 -1.271 1.970
H 0.288 -2.017 4.729
H 1.367 -2.904 3.667
H -0.329 -2.771 3.255
H -1.988 -1.423 3.523
H -3.193 1.368 3.466
H -4.008 -0.097 4.012
H -3.536 0.057 2.314
H -1.972 0.813 5.515
H -0.467 -0.099 5.347
H -1.967 -0.922 5.749
H -0.591 2.099 4.652
H 0.377 4.333 4.835
H 1.553 5.369 2.908
H 1.700 4.199 0.767
H 0.190 4.218 -2.814
H -1.177 6.246 -3.164
H -3.590 6.205 -2.614
H -4.599 4.203 -1.646
H -4.590 1.304 1.174
H -5.320 4.117 0.328
H -6.162 2.993 1.380
H -6.203 2.745 -0.356
H -3.011 3.925 0.959
H -2.352 2.418 1.609
H -3.684 3.247 2.441
H -4.185 0.105 -2.595
H -6.501 0.773 -0.711
H -5.448 -0.633 -0.539
H -6.455 -0.453 -1.968
H -5.915 2.619 -2.477
H -6.012 1.311 -3.641
H -4.573 2.331 -3.591
H 2.371 3.078 -1.316
H 4.372 3.078 -2.753
H 4.391 1.831 -4.876
H 2.383 0.628 -5.638
H -2.127 0.573 -5.738
H -0.567 3.155 -5.220
H -2.187 2.767 -4.626
H -1.912 3.010 -6.355
H 0.603 1.455 -6.815
H -0.879 1.244 -7.744
H -0.093 -0.165 -7.046
H 0.557 -1.358 -5.317
H -1.942 -2.316 -3.830
H -1.097 -3.121 -5.150
H -2.001 -1.647 -5.467
H 0.064 -1.920 -2.360
H 1.616 -1.435 -3.089
H 0.898 -3.012 -3.476
C 4.803 0.603 -0.166
N 3.356 0.684 0.009
C 2.390 -0.161 -0.340
N 1.224 0.293 0.103
C 1.553 1.470 0.731
N 2.838 1.717 0.687
C 5.467 0.127 1.110
C 6.399 0.906 1.780
C 6.960 0.451 2.968
C 6.584 -0.767 3.505
C 5.641 -1.545 2.837
C 5.100 -1.100 1.636
C 5.171 -2.807 3.381
N 5.492 -3.410 4.478
N 4.725 -4.541 4.553
C 3.983 -4.565 3.494
O 4.212 -3.486 2.705
C 2.948 -5.505 3.101
C 2.665 -6.635 3.864
C 1.618 -7.458 3.492
C 0.854 -7.167 2.367
C 1.157 -6.060 1.586
C 0.348 -5.715 0.352
N -0.246 -4.389 0.483
C 0.179 -3.219 0.021
N -0.608 -2.248 0.474
C -1.531 -2.935 1.229
N -1.323 -4.217 1.262
C 2.204 -5.235 1.958
H 5.148 1.603 -0.420
H 5.010 -0.070 -0.998
H 2.551 -1.067 -0.902
H -0.252 2.513 0.628
H 6.691 1.867 1.375
H 7.690 1.063 3.480
H 7.007 -1.127 4.433
H 4.385 -1.724 1.113
H 3.271 -6.847 4.735
H 1.386 -8.334 4.083
H 0.022 -7.807 2.101
H -0.465 -6.423 0.218
H 0.973 -5.722 -0.541
H 1.033 -3.096 -0.624
H -2.361 -2.479 1.737
H 2.448 -4.361 1.364
O -2.391 -2.807 -1.313
N -2.509 -1.586 -1.110
O -2.213 -0.733 -2.068
O -3.253 -1.095 -0.132
*
```

LUMO energy (spin up / spin down)	-5.08 / -5.65	eV
E_HOMO (spin up / spin down)	-11.95 / -12.52	eV
frontier orbital gap (spin up / spin down)	6.8754 / 6.8708	eV
⟨S²⟩	2.068
energy relative to the best compared isomer or geometry (same formula, charge and spin)	315.5	kJ/mol